Here is a gas-phase ion, C6H7O2 (charge -1) at a distorted geometry from the OMol25 dataset. Energies are from ωB97M-V with the def2-TZVPD basis set.

Positions of all 15 atoms, in Å:
1 O 3.0746 0.5282 1.4067
2 O 2.8213 -1.5531 0.5778
3 C -0.6176 0.0833 -0.2110
4 C -1.5076 -0.9992 -0.7381
5 C 1.9043 0.3579 -0.6585
6 C 0.5943 0.2948 -0.6991
7 C 2.5915 -0.3515 0.6696
8 C -1.4246 1.0525 0.7100
9 H -0.8612 -1.8074 -1.1139
10 H -1.9911 -1.4421 0.0852
11 H -2.1524 0.3543 1.1303
12 H -1.9267 1.8297 0.1587
13 H -2.1384 -0.6001 -1.5379
14 H 2.4079 0.9605 -1.2699
15 H -0.7742 1.2923 1.4901

Results
**Lowest unoccupied orbital energy**: 0.1373 Eh
**Relative energy (zero: lowest compared OMol25 entry of this formula, charge and spin)**: 25.54 kcal/mol
**E_HOMO**: -3.77 eV
**Charge**: -1
**SMILES string**: CC(C)=C=CC(=O)[O-]
**Orbital gap**: 7.5012 eV